Entry 1:
9
Properties=species:S:1:pos:R:3 method="wB97M-V/def2-TZVPD" homo_ha=-0.30269 largest_force_ha_per_bohr=0.0552 gap_ev=8.848 total_energy_ev=-18764.007 relative_energy_kcal_mol=37.84
O -1.0972 -2.1179 -0.2461
C -1.1046 -0.9670 -0.0110
C -1.0924 0.3313 0.1689
C 0.2463 0.8827 0.0311
C 1.1177 -0.0767 -0.2352
Cl 2.7587 0.2773 -0.0487
H -1.9814 0.9180 0.5228
H 0.3673 1.8878 0.3123
H 0.7855 -1.1356 -0.4941



Entry 2:
29
Properties=species:S:1:pos:R:3 method="wB97M-V/def2-TZVPD" homo_ha="-0.29199 / -0.29197" largest_force_ha_per_bohr=0.0619 gap_ev="8.039 / 8.039" total_energy_ev=-14642.675 relative_energy_kcal_mol=101.00
C 2.1384 -0.6419 -1.4580
C 0.8969 0.2064 -1.0439
C 0.8513 1.2325 0.0493
C 0.1433 2.4644 -0.2494
C 2.0156 1.4063 0.9921
C 0.0218 -0.1299 0.1946
C 0.4411 -1.3096 0.9459
C -0.0094 -2.4938 0.5507
C -1.1342 -2.5788 -0.3181
C -1.8949 -1.4574 -0.5160
C -1.5200 -0.1828 0.0968
N -2.1733 0.7795 0.6953
N -3.5664 0.7111 0.6439
H 1.9911 -1.7915 -1.3795
H 2.8693 -0.4359 -0.7481
H 2.4453 -0.1028 -2.4093
H 0.3007 0.3660 -1.9257
H 0.7832 3.2055 -0.7955
H -0.1551 3.0940 0.6217
H -0.7839 2.2010 -0.7509
H 2.7050 2.1480 0.7625
H 2.4856 0.4809 0.9456
H 1.5896 1.6440 1.9883
H 1.3620 -1.3891 1.5767
H 0.3617 -3.4157 0.9529
H -1.3248 -3.6003 -0.6115
H -2.9119 -1.6871 -0.9584
H -3.8838 -0.2152 0.9987
H -4.0442 1.4923 1.1494



Entry 3:
25
Properties=species:S:1:pos:R:3 method="wB97M-V/def2-TZVPD" homo_ha=-0.30464 largest_force_ha_per_bohr=0.0476 gap_ev=9.120 total_energy_ev=-9019.957 relative_energy_kcal_mol=121.48
C -0.2956 -0.7539 -2.4225
C -1.7879 -0.4340 -2.3541
C -2.0667 1.0013 -1.9139
C 0.2771 -1.1899 -1.0429
N -0.3583 -0.9173 0.0746
C 1.5776 -0.9443 2.3983
C 0.7231 0.3116 2.7177
C 1.1407 1.6280 1.9347
H -0.1840 -1.7176 -2.9542
H 0.4526 -0.0504 -2.8539
H -2.0124 -1.1737 -1.5565
H -2.3563 -0.6188 -3.3227
H -1.7145 1.0765 -0.8574
H -1.3771 1.7104 -2.4253
H -3.1527 1.1210 -1.9316
H 1.2487 -1.6894 -1.1926
H 0.5588 -0.1583 -0.2647
H 0.8426 -1.6795 2.1475
H 2.3360 -1.2419 3.1320
H 2.0447 -0.7283 1.4465
H -0.2002 0.1594 2.1950
H 0.7237 0.3624 3.8294
H 2.1561 1.9554 2.0948
H 0.8605 1.4648 0.8870
H 0.5637 2.5066 2.2347



What did the first record say?
9
Properties=species:S:1:pos:R:3 method="wB97M-V/def2-TZVPD" homo_ha=-0.30269 largest_force_ha_per_bohr=0.0552 gap_ev=8.848 total_energy_ev=-18764.007 relative_energy_kcal_mol=37.84
O -1.0972 -2.1179 -0.2461
C -1.1046 -0.9670 -0.0110
C -1.0924 0.3313 0.1689
C 0.2463 0.8827 0.0311
C 1.1177 -0.0767 -0.2352
Cl 2.7587 0.2773 -0.0487
H -1.9814 0.9180 0.5228
H 0.3673 1.8878 0.3123
H 0.7855 -1.1356 -0.4941



Please write out number 2 again, unchanged.
29
Properties=species:S:1:pos:R:3 method="wB97M-V/def2-TZVPD" homo_ha="-0.29199 / -0.29197" largest_force_ha_per_bohr=0.0619 gap_ev="8.039 / 8.039" total_energy_ev=-14642.675 relative_energy_kcal_mol=101.00
C 2.1384 -0.6419 -1.4580
C 0.8969 0.2064 -1.0439
C 0.8513 1.2325 0.0493
C 0.1433 2.4644 -0.2494
C 2.0156 1.4063 0.9921
C 0.0218 -0.1299 0.1946
C 0.4411 -1.3096 0.9459
C -0.0094 -2.4938 0.5507
C -1.1342 -2.5788 -0.3181
C -1.8949 -1.4574 -0.5160
C -1.5200 -0.1828 0.0968
N -2.1733 0.7795 0.6953
N -3.5664 0.7111 0.6439
H 1.9911 -1.7915 -1.3795
H 2.8693 -0.4359 -0.7481
H 2.4453 -0.1028 -2.4093
H 0.3007 0.3660 -1.9257
H 0.7832 3.2055 -0.7955
H -0.1551 3.0940 0.6217
H -0.7839 2.2010 -0.7509
H 2.7050 2.1480 0.7625
H 2.4856 0.4809 0.9456
H 1.5896 1.6440 1.9883
H 1.3620 -1.3891 1.5767
H 0.3617 -3.4157 0.9529
H -1.3248 -3.6003 -0.6115
H -2.9119 -1.6871 -0.9584
H -3.8838 -0.2152 0.9987
H -4.0442 1.4923 1.1494